Entry 1:
An isolated ion of composition C3H8NOS and charge +2, computed with ωB97M-V/def2-TZVPD.

Properties
* net charge: +2
* energy above the lowest of the compared OMol25 structures with the same formula, charge and spin: 0.0375 eV
* largest force on an atom: 0.9 eV Å⁻¹
* multiplicity: 2
* E_tot: -17592.5055 eV

Last column: Mulliken charge in e.
Cartesian coordinates (Å):
O (2.30, -0.58, 0.92)  -0.37
C (1.14, -0.70, 0.70)  0.19
C (0.34, 0.55, 0.25)  -0.05
C (-0.71, 0.29, -0.88)  -0.86
S (-2.09, -0.72, -0.29)  0.34
N (1.40, 1.53, -0.23)  -0.35
H (0.61, -1.67, 0.76)  0.31
H (-0.13, 1.05, 1.09)  0.37
H (-1.09, 1.22, -1.29)  0.49
H (-0.27, -0.29, -1.71)  0.47
H (-3.09, 0.16, -0.55)  0.36
H (1.58, 1.55, -1.24)  0.36
H (1.24, 2.50, 0.06)  0.38
H (2.28, 1.22, 0.24)  0.37

Entry 2:
A 2-piece molecular cluster, C3H8NS overall at a distorted geometry, computed with ωB97M-V/def2-TZVPD.

Properties
* net charge: -1
* energy above the lowest of the compared OMol25 structures with the same formula, charge and spin: 1.7301 eV
* largest force on an atom: 2.1 eV Å⁻¹
* E_tot: -15565.3122 eV

Last column: Mulliken charge in e.
Cartesian coordinates (Å):
C (-2.68, 0.32, 2.17)  -0.79
S (-1.12, 0.80, 1.32)  -0.72
H (-3.35, -0.41, 1.67)  0.21
H (-3.38, 1.20, 2.24)  0.17
H (-2.47, -0.04, 3.18)  0.18
C (2.23, -1.65, -2.13)  -0.74
C (1.09, 0.27, -1.48)  -0.21
N (2.18, -0.35, -1.45)  -0.44
H (3.26, -1.85, -2.44)  0.27
H (1.85, -2.45, -1.50)  0.29
H (1.69, -1.55, -3.09)  0.29
H (0.87, 1.28, -1.13)  0.27
H (0.09, -0.20, -1.62)  0.24

Entry 3:
A 2-piece molecular cluster, C3H8NS overall at a distorted geometry, computed with ωB97M-V/def2-TZVPD.

Properties
* net charge: -1
* energy above the lowest of the compared OMol25 structures with the same formula, charge and spin: 1.4034 eV
* largest force on an atom: 1.7 eV Å⁻¹
* E_tot: -15565.6389 eV

Last column: Mulliken charge in e.
Cartesian coordinates (Å):
C (1.78, 0.60, 0.92)  -0.71
S (1.85, 0.64, -0.91)  -0.72
H (0.80, 0.28, 1.30)  0.09
H (2.51, -0.12, 1.30)  0.22
H (1.98, 1.55, 1.45)  0.21
C (-2.44, 0.21, 0.76)  -0.56
C (-1.08, -1.25, -0.39)  -0.22
N (-2.16, -1.12, 0.27)  -0.52
H (-1.49, 0.76, 0.81)  0.23
H (-2.88, 0.23, 1.77)  0.22
H (-3.25, 0.67, 0.18)  0.25
H (-0.86, -2.30, -0.63)  0.26
H (-0.51, -0.43, -0.84)  0.25

- Which value of energy above the lowest of the compared OMol25 structures with the same formula, charge and spin does entry 2 give?
  1.7301 eV

- Which of these has the lowest largest force on an atom?
  C3H8NOS